No. 1
The following is a DFT calculation (ωB97M-V/def2-TZVPD) of 2 unconnected molecules or ions with the total composition C7H8F2N at a distorted geometry.

Geometry as ORCA input:
```
! wB97M-V def2-TZVPD RIJCOSX def2/J DEFGRID3
* xyz 1 1
C -0.97 -1.44 -2.41
C -1.92 -0.99 -1.57
C 0.37 -1.11 -2.27
C -1.54 -0.20 -0.37
C 0.83 -0.30 -1.21
C -0.25 0.05 -0.42
C 1.51 1.05 2.62
N 0.43 1.30 1.75
F -0.80 0.84 2.22
F 0.09 2.58 1.57
H -1.10 -2.11 -3.29
H -2.93 -1.33 -1.69
H 1.11 -1.26 -3.04
H -1.95 0.04 0.63
H 1.80 0.13 -1.35
H 2.50 0.89 2.06
H 1.57 1.71 3.55
H 1.26 0.13 3.20
*
```

Output
energy above the lowest of the compared OMol25 structures with the same formula, charge and spin	2.2606	eV
max |F|	3.9	eV/A
LUMO	-6.29	eV
gap between HOMO and LUMO	8.33	eV
highest occupied orbital energy	-14.62	eV
total energy	-525.47729	hartree

***

No. 2
The following is a DFT calculation (ωB97M-V/def2-TZVPD) of a molecular structure, C7H8F6N2 at a distorted geometry.

Geometry as ORCA input:
```
! wB97M-V def2-TZVPD RIJCOSX def2/J DEFGRID3
* xyz 0 1
C 0.41 -0.46 -0.81
C -0.16 -1.17 0.40
C -0.18 1.29 -0.24
C -1.02 -2.44 -0.03
C 0.78 -1.53 1.48
C 1.00 2.16 0.16
C -0.86 1.99 -1.32
N -1.03 -0.26 1.13
N -0.99 0.90 0.83
F 1.99 1.95 -0.69
F 0.82 3.41 0.11
F 1.46 1.82 1.39
F -1.88 1.36 -1.85
F -1.37 3.18 -0.91
F 0.02 2.25 -2.30
H 1.52 -0.43 -0.58
H 0.07 -0.86 -1.78
H -1.53 -2.91 0.84
H -0.36 -3.13 -0.55
H -1.85 -2.07 -0.66
H 1.51 -0.75 1.74
H 1.32 -2.49 1.25
H 0.31 -1.79 2.40
*
```

Output
energy above the lowest of the compared OMol25 structures with the same formula, charge and spin	0.0000	eV
max |F|	4.6	eV/A
LUMO	0.59	eV
gap between HOMO and LUMO	10.36	eV
highest occupied orbital energy	-9.77	eV
total energy	-980.17580	hartree

***

No. 3
The following is a DFT calculation (ωB97M-V/def2-TZVPD) of 2 unconnected molecules or ions with the total composition C7H8FI at a distorted geometry.

Geometry as ORCA input:
```
! wB97M-V def2-TZVPD RIJCOSX def2/J DEFGRID3
* xyz 0 1
C 1.63 0.85 0.20
C 0.86 0.74 1.41
C 1.48 0.00 -0.82
C -0.22 -0.02 1.42
C 0.49 -1.14 -0.73
C -0.58 -0.77 0.25
C -1.81 0.46 -0.88
F -1.40 -1.83 0.47
I -3.70 0.79 -0.03
H 2.38 1.62 0.34
H 1.25 1.35 2.36
H 2.12 -0.13 -1.72
H -0.96 0.00 2.21
H 0.20 -1.42 -1.67
H 1.20 -1.94 -0.18
H -1.72 0.18 -1.88
H -1.22 1.25 -0.74
*
```

Output
energy above the lowest of the compared OMol25 structures with the same formula, charge and spin	1.7497	eV
max |F|	5.5	eV/A
LUMO	0.07	eV
gap between HOMO and LUMO	8.20	eV
highest occupied orbital energy	-8.12	eV
total energy	-668.96136	hartree

***

No. 4
The following is a DFT calculation (ωB97M-V/def2-TZVPD) of a molecular structure, C7H8HoN2O5 at a distorted geometry.

Geometry as ORCA input:
```
! wB97M-V def2-TZVPD RIJCOSX def2/J DEFGRID3
* xyz 3 5
Ho 0.00 0.27 0.05
C 0.00 2.29 0.98
O -0.01 3.45 0.95
C 0.00 2.00 -1.69
O -0.01 3.01 -2.23
C -2.13 1.24 -0.42
O -3.07 1.80 -0.85
C 2.13 1.26 -0.42
O 3.06 1.81 -0.85
C 0.00 -2.46 -3.16
H 0.95 -2.91 -2.82
H -0.94 -2.91 -2.82
C 0.00 -1.39 -3.97
H -0.95 -0.92 -4.29
H 0.96 -0.92 -4.29
N 1.19 -0.63 3.43
C 0.00 -0.85 2.83
N -1.19 -0.63 3.43
O 0.00 -1.22 1.59
H 1.25 -0.28 4.40
H 2.03 -0.84 2.87
H -2.03 -0.85 2.87
H -1.25 -0.29 4.40
*
```

Output
energy above the lowest of the compared OMol25 structures with the same formula, charge and spin	0.0000	eV
max |F|	10.2	eV/A
LUMO (alpha / beta)	-14.56 / -14.49	eV
gap between HOMO and LUMO (alpha / beta)	4.83 / 4.94	eV
highest occupied orbital energy (alpha / beta)	-19.38 / -19.43	eV
<S²>	6.004
total energy	-1704.13874	hartree

***

energy above the lowest of the compared OMol25 structures with the same formula, charge and spin of number 1 (C7H8F2N)?
2.2606 eV

***

max |F| of number 1 (C7H8F2N)?
3.9 eV/A

***

The highest total energy belongs to which entry?
C7H8F2N

***

Among the records above, which one has the highest max |F|?
C7H8HoN2O5